ORCA calculation (the ωB97M-V functional and the def2-TZVPD basis) on C28H31N6O6S7Se2Sm as an isolated structure at a distorted geometry.

```
81
Properties=species:S:1:pos:R:3:lowdin_spin:R:1
Sm 0.107 -0.212 -0.073 5.09
S -1.958 0.559 2.536 -0.01
C -3.042 -0.791 2.766 0.00
C -4.138 -0.553 3.663 0.00
N -5.046 -0.414 4.414 0.00
C -3.126 -1.813 1.806 0.00
S -1.953 -2.317 0.702 -0.01
C -4.315 -2.673 1.973 0.00
N -5.310 -3.300 2.008 0.00
C 0.583 -3.747 2.165 0.00
Se 1.971 -2.979 1.041 0.00
C 2.168 -4.451 -0.318 0.00
C 1.071 -4.568 -1.345 0.00
Se 0.377 -2.907 -2.168 0.00
C -1.327 -3.721 -2.811 0.00
H 1.038 -4.573 2.727 0.00
H -0.285 -4.068 1.517 0.00
H 0.212 -2.968 2.834 0.00
H 2.293 -5.401 0.269 0.00
H 3.117 -4.193 -0.795 0.00
H 0.173 -5.039 -0.937 0.00
H 1.407 -5.136 -2.222 0.00
H -1.119 -4.600 -3.433 0.00
H -1.818 -2.928 -3.402 0.00
H -1.924 -3.954 -1.897 0.00
N 0.187 -0.579 3.741 -0.01
C -0.367 -0.186 2.689 -0.04
H 1.092 -0.910 3.369 0.00
O 2.159 0.047 -0.590 -0.01
S 3.475 1.007 -0.726 0.00
C 4.250 0.446 -2.309 0.00
C 4.160 1.600 -3.328 0.00
C 2.878 2.379 -3.034 0.00
C 2.749 2.486 -1.538 0.00
H 3.768 -0.473 -2.671 0.00
H 5.304 0.194 -2.011 0.00
H 4.146 1.260 -4.371 0.00
H 5.060 2.264 -3.193 0.00
H 2.041 1.751 -3.433 0.00
H 2.852 3.302 -3.575 0.00
H 1.753 2.658 -1.211 0.00
H 3.464 3.291 -1.238 0.00
S -5.976 1.481 -4.236 0.00
C -4.626 0.655 -3.776 0.00
S -3.038 1.374 -3.879 0.00
C -2.306 -0.089 -3.173 0.00
N -3.202 -0.936 -2.770 0.00
N -4.512 -0.565 -3.180 0.00
C -5.604 -1.412 -2.756 0.00
C -5.343 -2.228 -1.631 0.00
C -6.348 -3.041 -1.112 0.00
C -7.636 -3.018 -1.637 0.00
C -7.862 -2.294 -2.823 0.00
C -6.835 -1.530 -3.393 0.00
S -0.631 -0.286 -3.189 0.00
H -4.289 -2.218 -1.312 0.00
H -6.101 -3.517 -0.161 0.00
H -8.454 -3.589 -1.209 0.00
H -8.813 -2.424 -3.304 0.00
H -6.996 -1.053 -4.371 0.00
N 1.495 3.251 3.238 0.00
C 2.795 3.609 3.396 0.00
C 3.512 4.266 2.372 0.00
C 4.811 4.703 2.544 0.00
C 5.341 4.617 3.797 0.00
C 4.658 4.057 4.878 0.00
C 3.423 3.480 4.668 0.00
S 7.049 5.176 3.803 0.00
O 7.951 4.647 4.796 0.00
O 7.395 4.858 2.400 0.00
O 6.858 6.636 3.876 0.00
H 1.138 2.879 2.365 0.00
H 0.923 3.048 4.033 0.00
H 3.010 4.341 1.405 0.00
H 5.402 5.037 1.677 0.00
H 5.214 4.101 5.849 0.00
H 2.869 2.877 5.424 0.00
O -1.431 1.430 -0.685 -0.01
C -0.859 2.381 -0.035 0.00
O 0.248 2.098 0.610 0.00
H -1.357 3.407 -0.093 0.00
```

The energy above the lowest of the compared OMol25 structures with the same formula, charge and spin comes out at 1.628 eV. As for the multiplicity: 6. The total charge is -2.


ORCA calculation (the ωB97M-V functional and the def2-TZVPD basis) on C28H32AsNO2S3Sr as an isolated structure at a distorted geometry.

```
68
Properties=species:S:1:pos:R:3:lowdin_charge:R:1
Sr 2.308 0.624 0.397 0.98
C 2.434 -3.616 0.532 -0.01
C 1.460 -3.044 -0.442 -0.40
O 1.423 -1.835 -0.671 -0.09
C 0.479 -3.930 -1.092 -0.15
C -0.677 -3.340 -1.612 0.00
C -1.650 -4.124 -2.202 -0.05
C -1.471 -5.499 -2.295 -0.05
C -0.321 -6.091 -1.794 -0.06
C 0.650 -5.313 -1.185 -0.01
H 3.113 -2.838 0.875 0.06
H 3.013 -4.425 0.089 0.09
H 1.894 -4.031 1.382 0.10
H -0.799 -2.261 -1.535 0.09
H -2.545 -3.667 -2.597 0.10
H -2.231 -6.112 -2.759 0.11
H -0.181 -7.158 -1.879 0.11
H 1.540 -5.790 -0.806 0.11
C 3.766 1.658 2.054 -0.33
As 4.744 1.745 0.308 0.78
C 6.307 2.800 0.367 -0.20
C 3.201 2.486 -0.729 -0.34
S 4.592 -0.288 -0.252 0.20
H 4.430 1.808 2.912 0.08
H 3.463 0.609 2.093 -0.04
H 2.953 2.394 2.137 0.06
H 6.060 3.743 0.852 0.06
H 6.640 2.954 -0.658 0.06
H 7.045 2.238 0.936 0.06
H 3.396 3.402 -1.283 0.08
H 2.462 2.688 0.047 -0.01
H 2.944 1.674 -1.419 0.00
S 0.533 -0.821 1.981 0.62
C -0.745 -0.427 3.090 -0.67
N -1.201 -1.401 3.908 0.06
C -2.211 -1.267 4.792 -0.03
C -2.872 -0.074 4.906 -0.02
C -2.458 0.979 4.075 -0.01
C -1.418 0.807 3.190 -0.07
H -0.734 -2.299 3.829 0.15
H -2.445 -2.145 5.379 0.14
H -3.681 0.039 5.609 0.12
H -2.963 1.933 4.130 0.13
H -1.099 1.617 2.541 0.10
O 0.678 0.781 -1.401 -0.69
S -0.376 1.248 -2.388 1.09
C -0.844 2.899 -1.835 -0.37
C -1.255 3.825 -2.788 -0.07
C -1.609 5.105 -2.381 -0.05
C -1.546 5.449 -1.042 -0.05
C -1.136 4.515 -0.091 -0.07
C -0.785 3.234 -0.485 -0.09
C -1.877 0.345 -1.988 -0.37
C -2.876 0.293 -2.959 -0.07
C -4.068 -0.353 -2.663 -0.05
C -4.244 -0.942 -1.420 -0.06
C -3.229 -0.904 -0.469 -0.06
C -2.034 -0.258 -0.746 -0.10
H -1.291 3.554 -3.834 0.12
H -1.925 5.833 -3.114 0.12
H -1.817 6.448 -0.732 0.12
H -1.106 4.791 0.953 0.11
H -0.479 2.473 0.256 0.10
H -2.726 0.745 -3.928 0.12
H -4.850 -0.407 -3.406 0.12
H -5.175 -1.440 -1.193 0.11
H -3.370 -1.386 0.486 0.11
H -1.208 -0.254 -0.030 0.06
```

The energy above the lowest of the compared OMol25 structures with the same formula, charge and spin comes out at 4.493 eV. As for the multiplicity: 1. The total charge is +2.


ORCA calculation (the ωB97M-V functional and the def2-TZVPD basis) on C28H32AsNO2S3Sr as an isolated structure at a distorted geometry.

```
68
Properties=species:S:1:pos:R:3:lowdin_charge:R:1
Sr 0.162 0.000 0.394 1.19
C 2.220 -3.041 1.841 0.02
C 0.736 -3.146 1.685 -0.36
O 0.096 -2.187 1.238 -0.19
C 0.056 -4.388 2.065 -0.16
C 0.719 -5.399 2.775 -0.01
C 0.043 -6.547 3.142 -0.05
C -1.289 -6.709 2.792 -0.04
C -1.952 -5.721 2.076 -0.05
C -1.290 -4.564 1.720 -0.01
H 2.568 -2.075 1.463 0.08
H 2.714 -3.843 1.291 0.11
H 2.501 -3.147 2.888 0.10
H 1.758 -5.291 3.044 0.11
H 0.554 -7.322 3.693 0.12
H -1.811 -7.613 3.069 0.12
H -2.985 -5.863 1.794 0.12
H -1.797 -3.789 1.162 0.12
C 3.930 0.879 -2.320 -0.24
As 2.397 0.074 -3.207 0.70
C 3.089 -0.951 -4.692 -0.25
C 1.315 1.508 -3.945 -0.24
S 1.301 -1.231 -1.941 0.03
H 4.427 1.562 -3.008 0.05
H 4.626 0.090 -2.026 0.05
H 3.606 1.432 -1.436 0.02
H 3.669 -0.299 -5.348 0.05
H 2.257 -1.390 -5.248 0.05
H 3.721 -1.754 -4.311 0.05
H 1.915 2.413 -4.033 0.05
H 0.461 1.701 -3.294 0.00
H 0.956 1.212 -4.933 0.05
S 0.647 2.770 -0.450 0.55
C 0.094 3.752 0.810 -0.77
N 1.008 4.260 1.674 0.07
C 0.704 5.104 2.679 -0.04
C -0.591 5.493 2.878 -0.03
C -1.578 5.005 2.006 -0.02
C -1.243 4.152 0.986 -0.08
H 1.974 3.994 1.521 0.15
H 1.533 5.441 3.282 0.14
H -0.836 6.171 3.677 0.12
H -2.605 5.314 2.131 0.13
H -1.984 3.797 0.285 0.12
O -0.035 0.977 2.477 -0.73
S -1.512 0.924 2.783 0.99
C -1.773 2.090 4.108 -0.38
C -3.045 2.610 4.275 -0.08
C -3.274 3.491 5.319 -0.05
C -2.236 3.841 6.170 -0.05
C -0.966 3.319 5.983 -0.05
C -0.724 2.438 4.943 -0.07
C -1.773 -0.633 3.600 -0.39
C -2.976 -1.284 3.379 -0.07
C -3.209 -2.494 4.015 -0.05
C -2.240 -3.038 4.841 -0.05
C -1.035 -2.381 5.044 -0.05
C -0.796 -1.166 4.428 -0.06
H -3.847 2.332 3.604 0.12
H -4.261 3.901 5.470 0.12
H -2.420 4.522 6.986 0.12
H -0.166 3.594 6.653 0.12
H 0.260 2.026 4.774 0.11
H -3.720 -0.856 2.721 0.12
H -4.143 -3.011 3.858 0.12
H -2.421 -3.982 5.331 0.12
H -0.288 -2.815 5.693 0.12
H 0.137 -0.639 4.576 0.12
```

The energy above the lowest of the compared OMol25 structures with the same formula, charge and spin comes out at 0.228 eV. As for the multiplicity: 1. The total charge is +2.